A structure of composition C6H12N2O in a non-equilibrium geometry. Source: OMol25; level of theory: ωB97M-V with the def2-TZVPD basis set.

XYZ file:
```
21
Properties=species:S:1:pos:R:3:forces:R:3
C -1.790 0.535 -0.340 1.3062 1.6459 -1.0379
C 2.561 -0.433 -0.259 0.0016 0.0140 0.0743
C -1.909 -0.622 -1.323 0.0842 -0.2463 0.3456
N 0.415 -0.248 1.007 1.9790 -0.2802 -0.2347
C 1.445 -1.101 0.497 -0.9816 0.2753 -0.1244
C 0.102 0.927 0.410 -2.6346 -0.7442 0.2509
N -0.641 -0.776 1.709 -1.7859 1.0487 -1.3787
C 0.568 2.149 0.520 -0.1877 0.2271 -0.2019
O 1.369 -2.288 0.695 0.2294 -0.0417 0.2203
H -0.428 -1.765 1.852 -0.3586 -0.0133 -0.5353
H -1.499 -0.374 0.845 1.8040 -1.4248 2.5046
H -2.742 0.771 0.152 0.3466 -0.2516 0.5871
H -1.646 1.449 -0.920 0.0819 0.0486 -0.1269
H 3.233 -1.205 -0.624 -0.0198 0.0201 0.0700
H 2.182 0.151 -1.097 -0.0530 -0.0155 0.0178
H 3.097 0.254 0.395 0.0430 -0.0321 -0.0200
H 0.112 2.967 -0.020 0.0239 -0.0389 -0.0806
H 1.389 2.384 1.188 0.0399 -0.1423 -0.1103
H -0.930 -0.884 -1.730 -0.0855 0.0091 -0.1075
H -2.592 -0.382 -2.141 0.1385 0.0209 0.0008
H -2.295 -1.509 -0.817 0.0285 -0.0789 -0.1131
```
Forces are in eV/Å.

Its highest occupied orbital energy is -8.36 eV. Its total charge is 0. The energy above the lowest of the compared OMol25 structures with the same formula, charge and spin comes out at 115.9 kcal per mole. The spin multiplicity is 1.

---

A structure of composition C14H37INbO9P2 in a non-equilibrium geometry. Source: OMol25; level of theory: ωB97M-V with the def2-TZVPD basis set.

XYZ file:
```
64
Properties=species:S:1:pos:R:3:forces:R:3
O -2.426 5.829 -0.989 -3.6339 1.2593 -2.5794
C -3.294 6.361 -1.712 4.3482 1.3548 1.7769
I -5.255 5.411 -2.104 0.5045 0.1334 0.1621
C -3.086 7.773 -2.403 -1.6407 -0.9400 1.4049
Nb -2.388 7.476 -4.598 -0.1714 -0.4337 0.2834
H -2.301 8.425 -1.903 -0.8189 -1.2150 -0.2818
H -4.096 8.312 -2.349 1.3587 -0.7288 -0.3837
H -3.006 9.160 -4.911 -0.1870 0.4490 0.1942
H -4.011 6.752 -5.084 -0.1423 0.0128 -0.4335
H -1.787 5.792 -4.143 0.0337 -0.1238 0.3155
H -0.770 8.226 -4.142 0.2860 0.1293 -0.2653
H -1.756 7.338 -6.291 0.0985 0.0445 -0.1576
O -1.313 -1.374 1.444 3.6321 -0.1893 -1.9309
P -0.886 0.028 0.997 -7.9983 4.4148 2.8332
O -1.094 0.716 2.491 0.8998 -0.4652 0.2089
C -0.090 0.484 3.470 0.0711 0.2155 0.2435
C 1.134 1.345 3.219 0.1764 0.0098 -0.0703
O -2.358 0.392 0.322 1.0357 -0.2428 -0.7930
C -3.146 -0.611 -0.309 -0.4613 -0.1434 0.1156
C -4.271 -1.039 0.615 -0.1063 -0.0002 0.1813
O -0.321 1.547 0.459 2.6447 -3.2704 -0.2392
C -1.153 2.669 0.146 -0.7308 1.0113 -0.8001
C -1.934 3.232 1.314 -0.2113 -0.3316 0.3949
H 0.178 -0.577 3.494 -0.0497 -0.0326 0.0498
H -0.523 0.740 4.441 -0.1085 -0.0449 -0.1232
H 1.634 1.051 2.291 0.0253 0.0369 0.0459
H 1.852 1.248 4.038 -0.0409 -0.0350 -0.0232
H 0.858 2.397 3.116 -0.0135 -0.1073 0.0341
H -2.535 -1.461 -0.621 -0.0381 0.0295 0.1665
H -3.569 -0.174 -1.218 0.1070 0.1354 0.0624
H -3.893 -1.362 1.587 0.1238 -0.0776 -0.1555
H -4.848 -1.856 0.175 0.0011 0.0512 -0.0117
H -4.943 -0.198 0.807 0.0309 -0.0456 -0.1207
H -1.803 2.440 -0.700 0.0140 -0.0748 0.2035
H -0.472 3.449 -0.209 0.2344 -0.3305 0.0646
H -2.717 2.549 1.648 0.0785 0.0113 -0.0375
H -2.417 4.170 1.027 0.2030 -0.0813 -0.2463
H -1.281 3.426 2.169 0.0024 0.0260 -0.1001
O 4.551 -5.472 -0.742 0.3166 2.3511 -3.7981
P 3.439 -4.416 -0.782 -3.6689 -2.4701 7.9487
O 3.825 -3.692 0.658 0.5059 0.2553 -0.7967
C 4.945 -2.815 0.680 0.1295 0.3450 0.1940
C 4.602 -1.468 0.071 -0.0046 0.0757 -0.1541
O 2.254 -5.461 -0.270 -0.0019 0.3836 -1.1170
C 2.293 -6.841 -0.615 0.0799 -0.3853 0.2954
C 2.782 -7.654 0.570 0.0628 -0.0282 0.1865
O 2.223 -3.237 -1.006 2.9767 -0.1850 -2.6648
C 0.950 -3.241 -0.361 -1.1496 -0.1451 0.2608
C 0.992 -3.089 1.144 0.4722 -0.6262 0.2998
H 5.794 -3.272 0.163 0.0111 -0.0448 0.0645
H 5.227 -2.680 1.728 -0.0972 -0.1586 -0.0430
H 4.396 -1.565 -0.999 0.0216 0.0631 0.0376
H 5.429 -0.764 0.196 -0.0221 -0.0586 -0.0059
H 3.707 -1.046 0.533 0.0964 -0.0495 0.0099
H 2.906 -7.014 -1.502 0.0597 0.0458 0.1700
H 1.274 -7.147 -0.868 -0.0334 0.1741 0.0310
H 3.745 -7.293 0.936 -0.0037 -0.0040 -0.2207
H 2.882 -8.709 0.306 -0.0375 0.0308 0.0109
H 2.080 -7.566 1.404 -0.0283 -0.0435 -0.1103
H 0.370 -4.116 -0.661 0.1940 -0.0067 0.1051
H 0.412 -2.378 -0.769 0.3468 0.0230 -0.2201
H 1.414 -3.972 1.630 0.1219 0.0493 -0.1439
H -0.013 -2.947 1.540 0.1746 -0.0143 -0.2907
H 1.604 -2.231 1.437 -0.0799 0.0120 -0.0369
```
Forces are in eV/Å.

Its highest occupied orbital energy is -5.45 eV. Its total charge is -1. The spin multiplicity is 1.

---

Q: Which of these has the lowest highest occupied orbital energy?
A: C6H12N2O